Below is 7 unconnected molecules or ions with the total composition C38H55ClF19INO12 in a non-equilibrium geometry, with properties calculated with the ωB97M-V functional and the def2-TZVPD basis.

The HOMO-LUMO gap is 7.1161 eV. As for the HOMO energy: -11.999 eV. As for the max |F|: 1.03 eV/A. As for the total charge: +1. The total energy is -138608.27078 eV.

Bonds (Å) are listed after each position.
Positions of all 127 atoms, in Å:
1 I 6.2812 -5.3697 -1.6045  N34 2.133
2 Cl 0.0640 -5.0124 -3.2189  C40 1.783
3 F -7.2419 2.1955 -1.3545  C70 1.335
4 F -3.6939 -6.9502 -3.1112  C49 1.341
5 F 3.4281 4.6174 3.8626  C62 1.329
6 F -11.4407 -4.7302 -3.1315  C36 1.328
7 F -5.6818 -6.3539 -2.4869  C49 1.332
8 F -3.4390 -2.1460 3.6784  C54 1.327
9 F -12.7393 -3.0296 -3.4322  C36 1.336
10 F 4.2796 2.7305 3.2208  C62 1.347
11 F 4.1842 9.6660 0.9807  C57 1.343
12 F -7.3888 2.9303 0.6772  C70 1.340
13 F 2.0942 10.1491 0.6705  C57 1.333
14 F -8.7685 1.4204 -0.0346  C70 1.328
15 F -1.5932 -2.8050 4.6126  C54 1.341
16 F 2.4791 3.4818 2.2897  C62 1.332
17 F -4.3096 -4.8815 -3.2741  C49 1.328
18 F 2.8463 8.2108 0.0925  C57 1.331
19 F -13.4257 -4.7248 -2.2699  C36 1.340
20 F -2.5154 -0.9367 5.2073  C54 1.332
21 F 7.0676 -0.0303 -1.7030  C60 1.405
22 O -5.3101 1.0258 0.0678  C44 1.447, C67 1.323
23 O 3.5081 11.3637 -1.2368  C41 1.319, C69 1.449
24 O 4.2883 4.5052 0.5696  C52 1.197
25 O -12.6053 -2.3598 -0.8579  C56 1.322, C66 1.448
26 O -3.1658 -4.7576 -0.8534  C68 1.197
27 O -1.7093 -1.1401 1.9051  C65 1.198
28 O -4.2001 -6.6854 -0.2934  C58 1.446, C68 1.321
29 O -10.8129 -3.7282 -0.7197  C56 1.196
30 O 3.7788 9.3207 -2.1658  C41 1.196
31 O -6.9388 -0.2187 1.0168  C67 1.195
32 O -0.4692 -0.3373 3.6137  C39 1.445, C65 1.320
33 O 5.5355 5.1565 2.3358  C52 1.317, C55 1.451
34 N 5.9824 -3.3816 -0.8911  I1 2.133, C35 1.509, C47 1.539, C71 1.507
35 C 5.9443 -2.5044 -2.1189  N34 1.509, C45 1.523, H80 1.087, H119 1.086
36 C -12.3604 -3.9642 -2.5560  F6 1.328, F9 1.336, F19 1.340, C56 1.547
37 C 2.1329 -3.1339 -0.2135  C50 1.547, C51 1.533, H93 1.093, H97 1.088
38 C 8.5297 -3.3792 -0.4853  C71 1.520, H88 1.087, H94 1.088, H120 1.090
39 C 0.3901 0.3803 2.6999  O32 1.445, C48 1.511, H90 1.091, H96 1.088
40 C 0.8171 -3.6635 -2.3289  Cl2 1.783, C51 1.519, H98 1.089, H124 1.087
41 C 3.5086 10.0447 -1.2528  O23 1.319, O30 1.196, C57 1.546
42 C 5.5749 0.2153 0.1207  C60 1.528, H89 1.087, H92 1.090, H106 1.088
43 C 5.9415 7.2112 1.0821  C55 1.510, H75 1.089, H110 1.090, H117 1.088
44 C -4.3066 0.0740 0.4932  O22 1.447, C61 1.512, H86 1.089, H122 1.088
45 C 5.0623 -1.2652 -2.0329  C35 1.523, C53 1.544, C60 1.542, H85 1.091
46 C -4.5425 -5.6156 1.8705  C58 1.510, H77 1.090, H78 1.090, H104 1.090
47 C 4.6841 -3.3321 -0.0658  N34 1.539, C50 1.534, C64 1.503, H113 1.093
48 C -0.2201 1.6980 2.2838  C39 1.511, H81 1.088, H101 1.090, H114 1.090
49 C -4.4053 -5.9751 -2.5268  F4 1.341, F7 1.332, F17 1.328, C68 1.546
50 C 3.4795 -3.0391 -0.9684  C37 1.547, C47 1.534, C53 1.544, H125 1.094
51 C 1.1253 -4.0654 -0.8970  C37 1.533, C40 1.519, H83 1.092, H87 1.091
52 C 4.5218 4.5599 1.7424  O24 1.197, O33 1.317, C62 1.545
53 C 3.6452 -1.6086 -1.5248  C45 1.544, C50 1.544, H99 1.089, H105 1.091
54 C -2.2762 -1.7388 4.1707  F8 1.327, F15 1.341, F20 1.332, C65 1.547
55 C 6.4705 5.8508 1.4698  O33 1.451, C43 1.510, H76 1.087, H111 1.090
56 C -11.8051 -3.3331 -1.2574  O25 1.322, O29 1.196, C36 1.547
57 C 3.1403 9.5078 0.1499  F11 1.343, F13 1.333, F18 1.331, C41 1.546
58 C -3.7063 -6.5781 1.0618  O28 1.446, C46 1.510, H100 1.090, H123 1.087
59 C 4.6213 -4.4571 2.1625  C64 1.335, H84 1.084, H103 1.085
60 C 5.6992 -0.0195 -1.3837  F21 1.405, C42 1.528, C45 1.542, H79 1.091
61 C -4.2384 -1.1109 -0.4436  C44 1.512, H102 1.091, H121 1.090, H126 1.089
62 C 3.6526 3.8472 2.8029  F5 1.329, F10 1.347, F16 1.332, C52 1.545
63 C -11.1568 -0.6591 0.1285  C66 1.511, H74 1.089, H107 1.090, H112 1.089
64 C 4.4795 -4.5161 0.8365  C47 1.503, C59 1.335, H91 1.086
65 C -1.4578 -1.0225 3.0703  O27 1.198, O32 1.320, C54 1.547
66 C -12.2300 -1.6941 0.3715  O25 1.448, C63 1.511, H108 1.089, H127 1.087
67 C -6.5558 0.7316 0.4009  O22 1.323, O31 1.195, C70 1.546
68 C -3.8460 -5.7091 -1.1099  O26 1.197, O28 1.321, C49 1.546
69 C 3.8702 12.0191 -2.4777  O23 1.449, C72 1.511, H73 1.089, H116 1.087
70 C -7.5107 1.8423 -0.0949  F3 1.335, F12 1.340, F14 1.328, C67 1.546
71 C 7.1380 -3.0124 0.0028  N34 1.507, C38 1.520, H82 1.089, H115 1.087
72 C 2.6991 12.0743 -3.4307  C69 1.511, H95 1.090, H109 1.090, H118 1.089
73 H 4.7264 11.5076 -2.9155  C69 1.089
74 H -10.2347 -1.1260 -0.2152  C63 1.089
75 H 5.7051 7.7955 1.9702  C43 1.089
76 H 7.3824 5.9286 2.0567  C55 1.087
77 H -4.4693 -4.6063 1.4669  C46 1.090
78 H -5.5919 -5.9090 1.8573  C46 1.090
79 H 5.2860 0.8462 -1.9024  C60 1.091
80 H 5.5335 -3.1069 -2.9245  C35 1.087
81 H 0.4826 2.2511 1.6641  C48 1.088
82 H 7.0828 -1.9285 0.0909  C71 1.089
83 H 0.1939 -4.0108 -0.3304  C51 1.092
84 H 3.9895 -5.0667 2.7982  C59 1.084
85 H 4.9407 -0.9949 -3.0826  C45 1.091
86 H -4.5106 -0.2371 1.5170  C44 1.089
87 H 1.4558 -5.1043 -0.8467  C51 1.091
88 H 8.8396 -4.3640 -0.1461  C38 1.087
89 H 4.8062 -0.3698 0.6198  C42 1.087
90 H 0.6118 -0.2539 1.8406  C39 1.091
91 H 4.1387 -5.4463 0.3905  C64 1.086
92 H 6.5354 -0.0013 0.5880  C42 1.090
93 H 1.6816 -2.1388 -0.1883  C37 1.093
94 H 8.6483 -3.2853 -1.5627  C38 1.088
95 H 1.8452 12.5592 -2.9578  C72 1.090
96 H 1.3129 0.5377 3.2547  C39 1.088
97 H 2.2620 -3.4362 0.8236  C37 1.088
98 H 1.7072 -3.4018 -2.8986  C40 1.089
99 H 3.2942 -0.8933 -0.7826  C53 1.089
100 H -2.6593 -6.2765 1.0368  C58 1.090
101 H -1.1389 1.5509 1.7170  C48 1.090
102 H -4.0678 -0.7773 -1.4678  C61 1.091
103 H 5.3519 -3.8220 2.6535  C59 1.085
104 H -4.1971 -5.5990 2.9042  C46 1.090
105 H 2.9588 -1.5225 -2.3682  C53 1.091
106 H 5.3770 1.2674 0.3164  C42 1.088
107 H -11.4780 0.0558 -0.6294  C63 1.090
108 H -11.9150 -2.4398 1.1003  C66 1.089
109 H 2.9754 12.6406 -4.3195  C72 1.090
110 H 6.6896 7.7469 0.4983  C43 1.090
111 H 6.6803 5.2325 0.5975  C55 1.090
112 H -10.9433 -0.1193 1.0505  C63 1.089
113 H 4.8075 -2.4746 0.6011  C47 1.093
114 H -0.4593 2.2976 3.1618  C48 1.090
115 H 6.9496 -3.4279 0.9893  C71 1.087
116 H 4.1840 13.0162 -2.1790  C69 1.087
117 H 5.0377 7.1177 0.4842  C43 1.088
118 H 2.3967 11.0741 -3.7382  C72 1.089
119 H 6.9620 -2.2624 -2.4091  C35 1.086
120 H 9.2202 -2.6611 -0.0424  C38 1.090
121 H -5.1690 -1.6772 -0.4244  C61 1.090
122 H -3.3720 0.6301 0.4867  C44 1.088
123 H -3.7580 -7.5876 1.4624  C58 1.087
124 H 0.1321 -2.8199 -2.3695  C40 1.087
125 H 3.4752 -3.7562 -1.7950  C50 1.094
126 H -3.4242 -1.7696 -0.1438  C61 1.089
127 H -13.1494 -1.2355 0.7277  C66 1.087